# 1
Formula: C23H77InO18P
Source: OMol25
Level of theory: ωB97M-V/def2-TZVPD

E	-76413.575	eV
orbital gap	6.33	eV
total charge	-1
HOMO	-4.74	eV

Geometry as XYZ:
```
120
Properties=species:S:1:pos:R:3:forces:R:3
C 0.93114 1.56066 -0.74863 -0.18 0.40 -0.14
C 0.21903 2.10230 -2.00716 0.11 -0.34 0.08
In -1.78275 2.87712 -1.61773 0.71 0.44 -0.42
C -2.96222 3.65072 -3.31635 -0.07 0.01 -0.10
C -4.35079 3.83866 -2.71288 0.04 -0.04 0.04
C -5.62407 3.94846 -3.56147 0.22 -0.08 -0.03
C -6.78614 3.82920 -2.57634 -0.21 -0.56 -0.14
O -7.64599 4.96115 -2.58495 0.22 0.30 -0.13
C -8.25776 5.19490 -1.34541 -0.12 -0.15 0.07
C -1.98709 4.39634 -0.05753 0.00 -0.64 0.06
C -1.01080 5.54695 -0.06085 0.04 0.55 0.09
C 0.13330 5.45560 0.94399 -0.06 -0.06 0.02
O -0.37175 5.78749 -1.34805 -0.29 -0.02 0.06
P -3.37402 1.04607 -0.61820 0.40 0.17 -0.02
O -4.74671 1.57492 -0.27491 1.91 0.64 1.03
O -3.64337 -0.29971 -1.51748 -0.06 0.00 -0.14
O -2.72303 0.35739 0.70631 0.18 0.00 0.23
H 0.52346 2.01558 0.16201 0.08 -0.14 0.01
H 0.80418 0.47963 -0.66909 0.10 0.08 0.15
H 2.00148 1.80438 -0.74736 -0.02 -0.25 -0.01
H 0.77521 2.94742 -2.42639 -0.11 -0.01 0.01
H 0.18920 1.32303 -2.77702 0.08 0.11 -0.01
H -2.95632 2.96438 -4.17133 -0.11 0.07 0.05
H -2.53855 4.60565 -3.65613 -0.04 -0.11 -0.09
H -4.32292 4.68797 -2.01384 -0.05 -0.07 -0.05
H -4.56830 2.96530 -2.08889 0.04 0.20 0.01
H -5.71963 4.85760 -4.16473 0.12 0.02 0.15
H -5.61973 3.09392 -4.24761 -0.15 0.14 -0.05
H -6.35238 3.69092 -1.57552 -0.26 0.13 0.00
H -7.34670 2.90944 -2.79158 -0.17 0.16 0.17
H -8.75202 6.16790 -1.38859 0.04 -0.04 -0.04
H -9.01149 4.43126 -1.10289 0.09 0.02 -0.01
H -7.51440 5.20504 -0.53535 -0.13 -0.04 -0.02
H -2.99985 4.78097 -0.18759 0.09 -0.11 0.09
H -1.96055 3.88594 0.90995 -0.10 0.19 -0.02
H -1.58438 6.45134 0.19276 0.15 0.02 -0.13
H 0.33712 6.44600 1.35822 0.14 -0.08 -0.04
H -0.13341 4.80029 1.77524 0.06 0.04 -0.08
H 1.03454 5.08720 0.44776 -0.06 -0.08 0.06
H -1.08044 5.86688 -1.99783 0.06 -0.06 0.03
H -2.86129 -0.48786 -2.04984 -0.03 -0.01 -0.06
H -3.26585 -0.38185 1.00999 -0.06 0.00 0.04
C 2.11204 -2.64023 0.13163 -0.14 0.10 0.06
O 1.47137 -1.51918 0.73460 0.12 -0.03 -0.01
H 2.50571 -2.29023 -0.82244 0.01 -0.04 -0.02
H 2.93445 -3.02086 0.74099 0.01 0.02 -0.02
H 1.40003 -3.44811 -0.04233 0.11 -0.05 -0.07
H 1.10219 -1.80056 1.57492 -0.05 0.01 0.01
C 0.78012 -2.69369 -3.83488 0.05 0.03 0.18
O 0.12464 -1.59202 -3.23084 -0.12 -0.09 -0.04
H 1.20956 -2.34663 -4.77233 -0.02 0.02 -0.01
H 1.59214 -3.06336 -3.20039 0.02 -0.05 -0.06
H 0.08913 -3.51746 -4.04181 0.01 0.01 -0.05
H -0.22239 -1.88549 -2.38219 0.09 0.07 0.08
C 4.61975 -5.52232 1.20992 -0.07 -0.02 0.00
O 3.20123 -5.51958 1.26152 -0.03 -0.03 -0.07
H 4.93394 -4.49547 1.03047 0.03 -0.01 0.00
H 5.06935 -5.85476 2.14729 0.00 0.01 0.00
H 4.99552 -6.14620 0.39296 0.01 0.01 -0.01
H 2.90606 -6.42175 1.42620 0.11 -0.07 0.14
C -5.86360 2.04621 2.59449 0.14 0.33 -0.20
O -6.39062 2.84872 1.54741 0.69 0.38 0.26
H -6.47029 2.22006 3.48245 0.03 -0.07 0.03
H -5.87678 0.98733 2.32362 -0.13 -0.06 0.05
H -4.82320 2.32310 2.78918 0.00 -0.06 0.20
H -5.81217 2.64345 0.78521 -0.14 -0.04 0.06
C -7.79919 1.23217 -0.26146 0.29 0.01 -0.81
O -6.73741 0.75096 -1.05903 -2.54 -1.06 -0.65
H -8.72396 1.04507 -0.80893 -0.17 -0.02 0.04
H -7.86801 0.74303 0.71651 0.01 -0.04 0.07
H -7.69676 2.30939 -0.09255 -0.36 -0.19 -0.02
H -5.87948 0.96283 -0.64399 -0.15 0.05 -0.07
C -5.45768 6.98063 0.56457 -0.08 0.30 -0.15
O -4.65959 5.88370 0.97301 -0.86 -0.03 -0.19
H -4.77984 7.81431 0.38238 -0.01 -0.03 0.02
H -6.00045 6.77508 -0.36280 0.11 -0.05 0.04
H -6.17936 7.28154 1.33144 0.04 -0.06 0.02
H -5.23381 5.12142 1.13564 0.10 -0.14 0.00
C -2.93764 6.06142 3.88558 0.15 -0.03 -0.19
O -2.59446 5.96282 2.52430 0.43 0.25 0.67
H -2.01747 5.92255 4.45340 -0.04 0.00 0.12
H -3.35681 7.04027 4.14900 -0.02 0.03 0.01
H -3.65054 5.28775 4.19295 -0.03 -0.03 0.02
H -3.39528 6.05015 1.98551 -0.04 -0.20 -0.10
C 7.51749 -5.28114 4.52797 -0.04 -0.07 0.00
O 7.15856 -4.76452 3.25169 0.05 -0.02 0.05
H 7.59297 -6.35887 4.40905 0.02 0.00 0.08
H 8.48972 -4.91397 4.86093 0.01 0.01 -0.02
H 6.76168 -5.05937 5.28695 -0.03 0.03 -0.03
H 7.09164 -3.80864 3.31621 0.00 0.03 -0.03
C 3.22907 0.19008 -3.09303 0.11 -0.05 0.01
O 4.32653 -0.49466 -3.70803 -0.08 0.01 -0.01
H 2.45322 0.30870 -3.84359 -0.01 -0.02 0.00
H 2.81919 -0.38034 -2.25769 -0.07 0.03 0.00
H 3.52702 1.17749 -2.73456 -0.05 0.03 -0.01
H 5.00957 -0.60234 -3.04246 0.03 -0.01 0.01
C 10.91491 -7.21145 2.41049 0.05 -0.01 0.05
O 9.82452 -6.48424 2.96032 0.06 -0.14 -0.09
H 11.66228 -7.29426 3.19837 0.01 -0.02 -0.01
H 10.62263 -8.22226 2.10922 -0.02 0.00 0.02
H 11.36613 -6.69878 1.55905 -0.02 0.03 0.00
H 9.15302 -6.38902 2.27833 -0.06 0.17 0.05
C -0.36276 -5.67831 -1.78180 -0.06 0.02 -0.07
O -0.47383 -4.68572 -0.77512 -0.03 -0.03 0.05
H 0.67372 -5.68193 -2.11247 0.00 0.01 0.01
H -0.61442 -6.67638 -1.41092 0.02 0.01 0.03
H -1.00325 -5.45001 -2.63816 0.03 -0.03 -0.03
H -1.38512 -4.65196 -0.47232 -0.03 0.04 -0.02
C 12.76124 -4.58835 -1.08389 -0.03 -0.02 -0.04
O 12.52833 -4.95172 0.26832 0.05 0.01 -0.03
H 12.20563 -5.29632 -1.69508 0.01 0.02 -0.03
H 12.40090 -3.58124 -1.30857 -0.02 0.00 0.02
H 13.81897 -4.65350 -1.35332 0.01 -0.02 0.02
H 13.00262 -4.34139 0.83821 -0.01 0.02 0.03
C 2.37023 -7.75823 4.08343 0.11 0.02 0.01
O 2.16408 -7.97910 2.69296 -0.11 0.08 -0.12
H 3.28925 -8.27778 4.34531 -0.01 0.01 0.03
H 2.48971 -6.69687 4.31298 0.01 0.01 -0.03
H 1.55417 -8.16585 4.68448 -0.01 -0.02 -0.02
H 1.34601 -7.54039 2.43886 -0.06 -0.06 0.04
```
Forces are in eV/Å.

---

# 2
Formula: C4H5N3S
Source: OMol25
Level of theory: ωB97M-V/def2-TZVPD

E	-19531.220	eV
orbital gap (spin up / spin down)	8.15 / 8.14	eV
ΔE to the lowest compared entry with this formula, charge and spin	84.4	kcal per mole
HOMO (spin up / spin down)	-8.11 / -8.11	eV

Geometry as XYZ:
```
13
Properties=species:S:1:pos:R:3:forces:R:3
C -2.26622 0.29508 0.32855 -0.19 0.51 1.52
C 0.55455 1.21616 0.39577 1.54 0.00 1.81
C 0.53992 0.12242 1.44414 -0.22 -1.42 0.54
C -1.39963 -0.55608 -0.40058 1.53 2.07 -0.17
N -2.64813 0.93031 1.21215 -0.63 0.08 -0.36
N -0.16760 1.27779 -0.57410 -2.08 -0.90 -2.29
N -1.91353 -1.11115 -1.51928 1.38 -1.71 -2.47
S -0.20172 -1.32241 0.55442 0.92 -0.93 0.98
H 1.33784 1.94757 0.61653 -0.05 0.38 -0.11
H 1.58539 -0.21955 1.74739 -1.42 0.48 -0.30
H -0.07718 0.39860 2.35787 0.77 -0.27 -1.15
H -1.32231 -1.69202 -2.23334 -1.15 1.70 2.31
H -2.52905 -0.47572 -1.98968 -0.39 0.01 -0.29
```
Forces are in eV/Å.

---

# 3
Formula: C7H12O
Source: OMol25
Level of theory: ωB97M-V/def2-TZVPD

E	-9499.634	eV
orbital gap	10.36	eV
ΔE to the lowest compared entry with this formula, charge and spin	27.3	kcal per mole
HOMO	-9.42	eV

Geometry as XYZ:
```
20
Properties=species:S:1:pos:R:3:forces:R:3
C 1.52097 -0.82196 0.32493 0.46 -1.13 -0.11
C 0.36070 -0.36897 -0.15797 1.35 -0.52 0.38
C 0.27464 -0.10116 -1.64375 0.38 -0.42 0.53
C -0.84921 -0.81944 -2.38034 0.47 0.40 -1.30
C -0.82467 -0.08953 0.70522 -0.57 -0.71 0.51
C -0.64361 1.17786 1.56690 -1.62 1.05 -1.21
C 0.51459 1.15846 2.49520 1.15 -0.37 -1.06
O 1.38537 1.98768 2.39553 -0.09 -0.09 0.77
H 1.74697 -1.24707 1.31026 -0.64 0.70 0.04
H 2.36883 -1.03709 -0.32984 -0.31 0.32 -0.16
H 0.30569 0.97104 -1.81091 -0.26 0.25 -0.22
H 1.18891 -0.54190 -2.06961 -0.12 0.55 0.05
H -1.89121 -0.67051 -2.08249 0.31 -0.11 0.30
H -0.55441 -1.86626 -2.45449 -0.56 -0.18 0.30
H -0.77230 -0.45695 -3.42142 -0.30 -0.14 0.26
H -1.66006 -0.11552 -0.01982 -0.14 0.73 0.93
H -1.03918 -0.89391 1.42761 0.27 -0.17 -0.44
H -1.55106 1.45606 2.13280 0.09 -0.56 -0.05
H -0.53222 2.02570 0.87663 0.36 -0.03 0.31
H 0.65125 0.25347 3.13555 -0.25 0.43 0.18
```
Forces are in eV/Å.

---

# 4
Formula: C4H6O2
Source: OMol25
Level of theory: ωB97M-V/def2-TZVPD

E	-8336.099	eV
orbital gap	9.33	eV
ΔE to the lowest compared entry with this formula, charge and spin	100.6	kcal per mole
HOMO	-8.83	eV

Geometry as XYZ:
```
12
Properties=species:S:1:pos:R:3:forces:R:3
O 0.37736 -1.49728 0.70155 0.10 -0.27 0.08
C 0.78890 -0.17723 0.48556 0.11 0.25 0.12
C 0.62591 0.31261 -0.97072 -0.02 0.09 -0.24
C -0.23916 0.83464 0.54138 -0.08 -0.11 0.06
C -1.62421 0.40985 0.46312 -0.14 0.04 -0.34
O -2.35786 0.47181 -0.51028 0.22 -0.04 0.44
H 1.15808 -2.05622 0.77457 -0.07 -0.03 -0.04
H 1.75798 0.04876 0.93487 -0.12 -0.08 -0.04
H 1.48491 0.82837 -1.39645 -0.14 0.00 0.16
H 0.16457 -0.44981 -1.59716 0.05 0.13 0.17
H -0.13912 1.19592 -0.88217 0.09 -0.06 -0.29
H -1.99735 0.07856 1.45574 0.01 0.08 -0.07
```
Forces are in eV/Å.

---

# 5
Formula: C5H8O3S
Source: OMol25
Level of theory: ωB97M-V/def2-TZVPD

E	-22287.860	eV
orbital gap	9.07	eV
ΔE to the lowest compared entry with this formula, charge and spin	106.0	kcal per mole
HOMO	-8.82	eV

Geometry as XYZ:
```
17
Properties=species:S:1:pos:R:3:forces:R:3
C 2.30873 -0.07360 -1.34130 -2.69 2.30 2.41
S 1.57210 0.50356 0.09297 2.02 -1.07 -6.16
O 0.84511 1.69459 -0.08743 -0.60 2.03 0.42
O 2.11166 0.08037 1.30128 0.94 -0.77 3.09
H 2.78812 -0.99000 -1.17683 0.57 -1.19 -0.15
H 1.59531 0.16471 -2.14527 0.82 -0.29 0.08
C -1.06580 0.22730 1.66054 1.44 0.78 0.08
C -0.76089 -0.39052 0.33993 -2.00 1.35 -1.29
C -1.46005 0.12647 -0.94689 0.09 4.31 2.11
C -0.03906 -1.43234 0.15507 -0.36 -1.69 0.32
O 0.49845 -2.41814 -0.06054 1.14 -1.23 -0.31
H -1.69197 -0.45158 2.15331 -0.41 -1.17 1.55
H -1.72820 1.05075 1.52410 -0.08 1.01 -0.39
H -0.13719 0.57538 2.21438 -1.38 -0.70 -0.41
H -1.67075 -0.39271 -1.83321 0.09 -1.52 -0.71
H -0.76400 0.98322 -1.17130 -0.81 -0.73 -0.56
H -2.40154 0.74255 -0.67881 1.22 -1.43 -0.08
```
Forces are in eV/Å.

---

# 6
Formula: C25H45N2OP3SeTi
Source: OMol25
Level of theory: ωB97M-V/def2-TZVPD

E	-147967.956	eV
orbital gap (spin up / spin down)	5.21 / 5.15	eV
total charge	+4
HOMO (spin up / spin down)	-19.13 / -19.13	eV

Geometry as XYZ:
```
78
Properties=species:S:1:pos:R:3:forces:R:3
Ti -0.99965 0.24684 -1.61333 3.72 0.23 2.62
P -1.88757 -1.95661 -0.29148 -0.94 -1.51 0.27
P 1.94540 -0.57308 1.55736 0.97 -0.39 1.30
P 0.84622 -1.92870 -2.03970 1.05 -0.37 -1.65
H -1.41986 4.36834 -4.05759 -0.26 -0.09 0.05
C -1.40458 3.41000 -4.56614 -0.65 0.26 0.04
C -2.20398 2.38739 -4.24974 0.17 0.15 -0.48
H -3.01334 2.47110 -3.54165 -0.14 0.13 0.33
C -3.43367 -1.70545 0.66150 -0.25 0.82 -0.21
C -1.23019 -3.31792 0.81692 1.02 0.44 -0.05
C -2.44763 -2.93389 -1.76020 0.20 0.46 0.00
C 3.49846 0.20538 2.00070 -0.11 0.12 -0.16
C 0.83205 -0.56010 2.98459 -0.75 0.42 0.36
C 2.22117 -2.33549 1.35752 0.06 -0.37 -0.66
C 0.47846 -2.07267 -3.83981 -0.38 0.06 -0.07
C 1.15314 -3.73149 -1.69375 -0.53 -0.12 0.54
C 2.61082 -1.39156 -2.08067 -0.15 0.61 0.46
H -0.75296 3.38132 -5.43192 0.07 -0.14 0.17
H -2.15936 1.46505 -4.83657 -0.27 0.28 -0.01
H -3.76640 -0.67239 0.53532 -0.29 -0.28 0.05
H -3.28757 -1.87995 1.73448 0.16 -0.01 -0.30
H -4.20514 -2.38923 0.29134 0.15 0.09 0.08
H -0.93330 -2.89324 1.79071 -0.17 -0.14 -0.34
H -0.36335 -3.83834 0.38781 -0.36 0.20 0.22
H -2.02385 -4.06646 0.99997 0.09 0.55 -0.32
H -2.75716 -2.23551 -2.54808 -0.18 -0.28 -0.07
H -3.30872 -3.54391 -1.46126 0.17 0.12 -0.13
H -1.66025 -3.58364 -2.16247 -0.21 0.21 0.13
H 4.11682 -0.53246 2.52773 -0.02 0.37 0.00
H 3.27653 1.07574 2.63331 0.32 -0.19 -0.13
H 3.98176 0.52954 1.06720 0.10 -0.08 0.41
H 0.79168 -1.55005 3.47966 0.24 0.48 -0.48
H -0.19055 -0.30747 2.67821 0.15 0.04 0.18
H 1.17867 0.15664 3.74616 -0.19 -0.04 -0.35
H 3.29458 -2.51832 1.21403 -0.29 -0.10 -0.14
H 1.64938 -2.67666 0.48843 0.28 -0.12 0.37
H 1.87747 -2.88957 2.24803 0.23 0.38 -0.39
H 0.75883 -3.07826 -4.18424 -0.09 0.41 -0.04
H 1.04135 -1.30004 -4.37931 -0.20 -0.31 0.09
H -0.59635 -1.92173 -4.02213 0.30 -0.14 -0.18
H 1.56244 -4.17981 -2.60689 -0.08 0.26 0.12
H 0.23070 -4.25867 -1.43453 0.31 -0.09 -0.17
H 1.89169 -3.88057 -0.89763 -0.27 0.03 -0.24
H 3.09294 -1.75234 -2.99828 -0.21 -0.04 0.19
H 3.16387 -1.77978 -1.21572 -0.16 0.01 -0.24
H 2.66703 -0.29902 -2.05914 0.14 -0.18 -0.13
C 1.03892 1.58070 -2.67617 0.12 0.19 -1.28
C 2.06810 2.51405 -2.94867 -0.14 -0.48 -0.16
C 2.47562 2.69330 -4.27088 0.08 -0.11 0.01
C 1.82892 1.99795 -5.31791 -0.48 0.26 0.05
C 0.62385 1.33797 -5.05596 -0.16 -0.32 -0.21
C 0.24792 1.08769 -3.73665 0.99 0.10 0.47
O 0.76483 1.11050 -1.44616 -2.80 -1.01 0.79
H 1.59593 0.12910 0.37183 -0.57 -0.50 0.47
H 2.55793 3.03620 -2.13216 0.00 -0.16 -0.08
H 3.30910 3.37780 -4.51376 -0.53 -0.52 0.26
H 2.20190 2.05289 -6.35090 -0.28 0.16 0.56
H -0.06420 1.06118 -5.86057 0.54 -0.18 0.11
H -0.73278 0.56560 -3.52555 0.70 0.13 -0.97
C -3.36892 0.96791 3.50246 -0.48 -0.11 -0.07
N -2.12130 1.71056 3.37386 0.55 -0.13 -1.30
C -1.41346 1.91683 2.21589 0.65 0.70 1.93
Se -1.96714 1.45493 0.39708 -0.12 0.76 0.56
N -0.28727 2.60961 2.60577 -0.31 -0.58 -0.47
C -0.23661 2.75146 4.01388 0.48 -0.67 -0.64
C 0.83469 3.00765 4.87536 0.07 0.21 0.71
C 0.65591 2.71884 6.24776 0.33 0.29 -1.11
C -0.53943 2.14593 6.71868 -1.12 -0.19 -0.44
C -1.59913 1.86385 5.83684 0.32 0.65 0.33
C -1.40645 2.19528 4.48869 -0.30 -1.04 -0.30
H -3.89356 1.33398 4.39285 0.01 -0.03 -0.43
H -3.20059 -0.11305 3.63038 0.14 0.40 -0.04
H -3.96628 1.15174 2.60398 -0.06 -0.07 0.34
H 0.47444 2.85402 1.97743 -0.45 0.16 0.14
H 1.75881 3.41690 4.47000 -0.10 -0.01 0.34
H 1.45989 2.92371 6.96514 -0.31 -0.06 -0.44
H -0.64735 1.91442 7.78453 0.03 0.12 -0.49
H -2.56834 1.46753 6.13420 0.43 -0.08 0.33
```
Forces are in eV/Å.